# 1
Molecular formula: C3H14N2O2
Method: DFT, wB97M-V/def2-TZVPD

## Properties
SMILES: CNCCN.O.O
Frontier orbital gap, Eh: 0.3559
Molar mass, g/mol: 110.16
Highest occupied orbital energy, eV: -8.78

ORCA input file:
```
! wB97M-V def2-TZVPD RIJCOSX def2/J DEFGRID3
* xyz 0 1
N -2.10 0.46 1.09
C -0.66 0.20 1.12
C 0.04 0.76 -0.14
N 0.74 -0.26 -0.93
C 1.90 0.53 -1.60
H -2.49 1.41 1.32
H -2.62 -0.29 1.60
H 0.01 0.54 2.01
H -0.45 -0.96 1.11
H -0.80 1.20 -0.79
H 0.63 1.74 0.12
H 0.10 -0.57 -1.70
H 1.46 1.41 -2.09
H 2.72 0.80 -0.89
H 2.22 -0.10 -2.39
H 2.40 -1.42 3.03
H 1.67 -1.07 1.72
O 2.10 -0.69 2.49
H -2.21 -0.29 -1.33
H -2.18 -1.54 -2.10
O -1.92 -0.71 -2.11
*
```

# 2
Molecular formula: C3H14N2O2
Method: DFT, wB97M-V/def2-TZVPD

## Properties
SMILES: NCCCN.O.O
Frontier orbital gap, Eh: 0.3577
Molar mass, g/mol: 110.16
Highest occupied orbital energy, eV: -8.98

ORCA input file:
```
! wB97M-V def2-TZVPD RIJCOSX def2/J DEFGRID3
* xyz 0 1
N -1.08 -3.28 -0.92
C -1.05 -2.57 0.30
C -0.55 -1.10 0.28
C -0.05 -0.59 1.78
N -0.26 0.92 1.67
H -1.99 -3.54 -1.28
H -0.56 -2.87 -1.69
H -0.48 -3.07 1.02
H -2.07 -2.52 0.64
H 0.24 -0.87 -0.40
H -1.31 -0.39 -0.01
H 0.98 -0.75 2.06
H -0.68 -1.15 2.48
H -1.23 0.97 1.43
H -0.21 1.42 2.51
H 3.49 4.96 0.00
H 4.77 4.54 0.75
O 3.87 4.32 0.59
H -1.05 1.35 -3.27
H -0.01 2.38 -3.87
O -0.77 1.84 -4.05
*
```

# 3
Molecular formula: C3H14N2O2
Method: DFT, wB97M-V/def2-TZVPD

## Properties
SMILES: NCCCN.O.O
Frontier orbital gap, Eh: 0.3749
Molar mass, g/mol: 110.16
Highest occupied orbital energy, eV: -9.29

ORCA input file:
```
! wB97M-V def2-TZVPD RIJCOSX def2/J DEFGRID3
* xyz 0 1
N -2.47 1.59 -0.41
C -1.82 0.54 0.40
C -0.79 -0.19 -0.44
C -0.14 -1.33 0.32
N 0.87 -2.01 -0.52
H -1.83 2.37 -0.52
H -3.25 1.97 0.12
H -1.31 0.97 1.27
H -2.62 -0.12 0.75
H -0.05 0.56 -0.71
H -1.26 -0.58 -1.35
H 0.38 -0.97 1.20
H -0.94 -2.01 0.63
H 0.42 -2.47 -1.31
H 1.31 -2.76 -0.01
H 2.80 0.34 -1.63
H 2.10 -0.75 -0.73
O 2.69 0.05 -0.72
H 2.14 2.29 1.57
H 2.12 1.05 0.67
O 1.66 1.47 1.43
*
```

# 4
Molecular formula: C3H14N2O2
Method: DFT, wB97M-V/def2-TZVPD

## Properties
SMILES: CCNCN.O.O
Frontier orbital gap, Eh: 0.3587
Molar mass, g/mol: 110.16
Highest occupied orbital energy, eV: -9.07

ORCA input file:
```
! wB97M-V def2-TZVPD RIJCOSX def2/J DEFGRID3
* xyz 0 1
C 0.09 -2.65 0.13
C -0.72 -1.43 0.59
N -0.63 -0.35 -0.41
C -0.09 0.91 0.21
N 0.01 2.02 -0.71
H -0.30 -3.03 -0.81
H 0.10 -3.40 0.92
H 1.12 -2.37 -0.07
H -1.74 -1.74 0.72
H -0.27 -1.05 1.50
H -1.56 -0.11 -0.75
H 0.91 0.65 0.53
H -0.77 1.22 1.00
H 0.69 1.87 -1.44
H -0.89 2.30 -1.07
H 0.66 1.45 4.23
H 1.59 1.26 3.03
O 0.66 1.22 3.30
H -0.26 0.19 -3.70
H 0.21 -0.26 -2.31
O 0.53 0.09 -3.16
*
```

# 5
Molecular formula: C3H14N2O2
Method: DFT, wB97M-V/def2-TZVPD

## Properties
SMILES: C[C@H](N)CN.O.O
Frontier orbital gap, Eh: 0.3604
Molar mass, g/mol: 110.16
Highest occupied orbital energy, eV: -9.25

ORCA input file:
```
! wB97M-V def2-TZVPD RIJCOSX def2/J DEFGRID3
* xyz 0 1
N -0.34 1.77 0.56
C 0.37 0.49 0.75
C -0.59 -0.74 0.87
C 1.45 0.26 -0.34
N 1.75 1.41 -1.16
H -0.69 1.79 -0.40
H -1.23 1.66 1.05
H 0.88 0.61 1.71
H -0.37 -1.45 1.64
H -1.54 -0.37 0.67
H -0.55 -1.36 -0.05
H 1.20 -0.66 -0.86
H 2.34 -0.09 0.21
H 1.93 1.12 -2.10
H 2.49 1.93 -0.70
H -5.97 -1.20 1.71
H -7.22 -0.43 2.26
O -6.84 -1.30 2.10
H 3.56 -1.28 -2.58
H 4.88 -0.67 -2.85
O 4.50 -1.48 -2.50
*
```

# 6
Molecular formula: C3H14N2O2S
Method: DFT, wB97M-V/def2-TZVPD

## Properties
SMILES: NCNCCS.O.O
Frontier orbital gap, Eh: 0.3343
Molar mass, g/mol: 142.22
Highest occupied orbital energy, eV: -8.38

ORCA input file:
```
! wB97M-V def2-TZVPD RIJCOSX def2/J DEFGRID3
* xyz 0 1
C 1.14 -1.47 0.73
C 1.41 -0.07 1.28
S 2.63 0.83 0.28
N -0.25 -1.90 0.78
C -1.07 -1.70 -0.38
N -2.16 -0.68 -0.24
H 1.41 -1.62 -0.31
H 1.72 -2.22 1.28
H 1.72 -0.09 2.33
H 0.50 0.51 1.23
H 1.70 1.47 -0.45
H -0.85 -1.91 1.59
H -0.51 -1.35 -1.23
H -1.59 -2.62 -0.67
H -2.89 -1.07 0.33
H -1.77 0.12 0.24
H -1.45 1.89 -0.78
H -0.53 2.86 -0.07
O -0.64 1.92 -0.22
H -2.14 1.03 -2.72
H -2.78 0.45 -1.43
O -2.68 1.27 -1.96
*
```

# 7
Molecular formula: C3H14N2O3
Method: DFT, wB97M-V/def2-TZVPD

## Properties
SMILES: [H]/N=C/NCC.O.O.O
Frontier orbital gap, Eh: 0.3341
Molar mass, g/mol: 126.16
Highest occupied orbital energy, eV: -8.92

ORCA input file:
```
! wB97M-V def2-TZVPD RIJCOSX def2/J DEFGRID3
* xyz 0 1
C -1.27 0.34 -2.32
C -1.61 -0.49 -1.03
N -0.64 -1.48 -0.57
C 0.72 -0.99 -0.62
N 1.58 -1.56 -1.36
H -0.14 0.47 -2.21
H -1.55 1.31 -2.01
H -1.34 -0.18 -3.23
H -1.88 0.35 -0.26
H -2.43 -1.21 -1.45
H -0.77 -2.33 -1.03
H 0.75 -0.15 0.07
H 2.45 -1.04 -1.57
H -0.57 -1.14 1.73
H 0.95 -1.60 2.13
O 0.03 -1.68 2.20
H 0.39 1.20 3.96
H 0.11 2.20 2.79
O 0.76 1.82 3.27
H 0.71 2.11 0.44
H 2.17 2.18 0.93
O 1.60 1.87 0.15
*
```

# 8
Molecular formula: C3H14NO3S
Method: DFT, wB97M-V/def2-TZVPD

## Properties
Frontier orbital gap (alpha / beta), Eh: 0.3801 / 0.2574
Molar mass, g/mol: 144.22
Highest occupied orbital energy (alpha / beta), eV: -9.74 / -9.37

ORCA input file:
```
! wB97M-V def2-TZVPD RIJCOSX def2/J DEFGRID3
* xyz 0 2
C -0.25 -0.44 1.42
C -1.79 -0.51 1.61
S -2.78 0.00 0.20
C 0.12 1.05 1.21
N 1.58 1.18 1.13
H 0.12 -0.83 0.47
H 0.04 -1.02 2.29
H -2.19 0.10 2.43
H -2.05 -1.52 1.93
H -0.23 1.73 2.00
H -0.38 1.44 0.32
H 1.79 2.02 0.60
H 2.04 1.29 2.02
H -2.23 0.29 -2.46
H -3.04 -0.90 -2.81
O -2.41 -0.31 -3.23
H 1.62 -0.69 -2.28
H 0.52 0.13 -2.99
O 1.39 -0.23 -3.11
H 2.56 -0.22 -0.02
H 3.04 -1.59 -0.10
O 2.54 -0.98 -0.64
*
```

# 9
Molecular formula: C3H14O3S
Method: DFT, wB97M-V/def2-TZVPD

## Properties
SMILES: CCSC.O.O.O
Frontier orbital gap, Eh: 0.3263
Molar mass, g/mol: 130.21
Highest occupied orbital energy, eV: -8.71

ORCA input file:
```
! wB97M-V def2-TZVPD RIJCOSX def2/J DEFGRID3
* xyz 0 1
C 1.30 -0.56 -0.46
C 0.55 0.82 -0.76
S -0.72 0.62 -2.11
C -1.92 -0.20 -1.07
H 0.90 -1.43 0.09
H 2.18 -0.28 0.28
H 1.81 -0.93 -1.46
H 1.20 1.51 -1.31
H 0.00 1.36 0.06
H -2.85 -0.07 -1.60
H -1.82 -1.21 -0.83
H -1.74 0.38 -0.20
H -0.86 -4.17 0.87
H 0.08 -5.18 1.78
O -0.85 -5.04 1.36
H 1.57 0.59 3.59
H 3.06 0.37 3.28
O 2.34 0.13 3.88
H -0.25 3.93 -0.79
H 0.39 3.49 0.61
O -0.45 3.84 0.16
*
```

# 10
Molecular formula: C3H14O3S
Method: DFT, wB97M-V/def2-TZVPD

## Properties
SMILES: CCSC.O.O.O
Frontier orbital gap, Eh: 0.3451
Molar mass, g/mol: 130.21
Highest occupied orbital energy, eV: -8.82

ORCA input file:
```
! wB97M-V def2-TZVPD RIJCOSX def2/J DEFGRID3
* xyz 0 1
C -0.52 2.61 -0.37
C -0.25 1.14 -0.26
S -1.81 0.09 -0.44
C -0.87 -1.50 -0.33
H 0.34 3.19 -0.68
H -1.29 2.76 -1.14
H -0.99 3.02 0.53
H 0.38 0.65 -0.99
H 0.07 0.85 0.74
H -0.24 -1.43 0.55
H -0.21 -1.72 -1.17
H -1.60 -2.31 -0.29
H -3.18 0.51 1.74
H -3.84 -0.39 2.76
O -3.30 0.39 2.69
H 3.32 2.83 0.38
H 2.38 1.78 0.09
O 2.81 2.52 -0.37
H 2.70 -5.76 -1.16
H 3.12 -4.33 -1.50
O 2.97 -4.91 -0.76
*
```

# 11
Molecular formula: C3H14O4
Method: DFT, wB97M-V/def2-TZVPD

## Properties
SMILES: C=CC.O.O.O.O
Frontier orbital gap, Eh: 0.3698
Molar mass, g/mol: 114.14
Highest occupied orbital energy, eV: -9.43

ORCA input file:
```
! wB97M-V def2-TZVPD RIJCOSX def2/J DEFGRID3
* xyz 0 1
C -0.71 0.44 1.99
C -1.52 -0.61 2.70
C -2.21 -1.50 1.98
H -1.35 1.06 1.38
H -0.32 1.18 2.71
H 0.15 0.01 1.48
H -1.45 -0.76 3.77
H -2.97 -2.14 2.40
H -1.97 -1.53 0.93
H 0.02 1.75 -2.25
H -0.41 2.39 -0.95
O 0.25 1.79 -1.31
H 3.42 1.02 -0.83
H 1.93 1.36 -0.61
O 2.58 0.64 -0.59
H 1.44 -0.08 -3.98
H 0.51 -0.54 -2.85
O 0.56 0.08 -3.60
H 1.17 -0.94 -0.52
H 0.32 -2.23 -0.72
O 0.56 -1.39 -1.12
*
```

# 12
Molecular formula: C3H14OSi4
Method: DFT, wB97M-V/def2-TZVPD

## Properties
Frontier orbital gap (alpha / beta), Eh: 0.2661 / 0.2585
Molar mass, g/mol: 178.49
Highest occupied orbital energy (alpha / beta), eV: -7.42 / -7.55

ORCA input file:
```
! wB97M-V def2-TZVPD RIJCOSX def2/J DEFGRID3
* xyz 0 1
C 0.54 -0.02 -0.64
C 1.07 0.60 -1.95
C -1.56 -0.67 1.42
O 1.30 -0.98 -0.18
Si 2.54 1.72 -1.71
Si -3.39 -0.57 1.84
Si 2.31 -1.88 0.60
Si -0.85 0.66 0.27
H 0.15 1.08 -2.51
H 1.46 -0.12 -2.76
H -1.23 -1.69 0.88
H -1.01 -0.64 2.27
H 3.79 1.21 -1.22
H 2.09 3.05 -0.88
H 2.64 2.03 -3.10
H -4.57 -0.14 0.82
H -3.38 0.36 3.00
H -3.69 -1.82 2.33
H 1.66 -2.38 1.84
H 3.03 -2.65 -0.55
H -2.04 0.80 -0.86
H -0.86 2.05 1.06
*
```

Going through the records in order, we get largest force on an atom values of 7.07; 2.96; 0.44; 1.67; 2.95; 1.51; 5.58; 2.32; 3.57; 1.89; 1.52; 5.08 eV/A.